Run one
C3H9NS | the ωB97M-V functional and the def2-TZVPD basis

Geometry as XYZ:
```
14
C3H9NS | OMol25 | the ωB97M-V functional and the def2-TZVPD basis
C 1.8802 -1.0813 -0.3639
C 0.9566 -0.2644 0.4690
C -0.3675 -0.4460 0.4140
N -1.2616 0.4795 1.0302
H 1.3318 -1.9022 -0.8192
H 2.3496 -0.4752 -1.1401
H 2.6793 -1.5782 0.1895
H 1.3752 0.5474 1.0596
H -0.7800 -1.2870 -0.1252
H -0.8093 1.0312 1.7481
H -2.0824 0.0389 1.4309
S -2.2305 1.9555 -1.4238
H -1.8210 1.2886 -0.2177
H -1.2204 1.6931 -2.2514
```

Properties
Gap between HOMO and LUMO, eV: 9.5
Net charge: 0
LUMO energy, eV: 0.907

=====

Run two
C3H9NS | the ωB97M-V functional and the def2-TZVPD basis

Geometry as XYZ:
```
14
C3H9NS | OMol25 | the ωB97M-V functional and the def2-TZVPD basis
C 2.6050 -0.3839 0.1339
N 1.3827 -0.2730 -0.4681
C 0.5794 0.6953 0.1739
C -0.8884 0.9677 -0.2415
S -1.9400 -0.5382 0.0138
H 3.1592 0.6550 0.2848
H 3.2480 -1.0283 -0.5186
H 2.5578 -0.6743 1.2375
H 0.9362 -1.2404 -0.4055
H 0.4649 0.5153 1.2939
H 1.0720 1.6801 0.2298
H -1.4221 1.7420 0.5465
H -0.7848 1.4431 -1.2951
H -1.6449 -0.2452 1.2855
```

Properties
Gap between HOMO and LUMO, eV: 9.9
Net charge: 0
LUMO energy, eV: 0.927

=====

If we sort the structures by their calculated energies, the order from most to least stable is run one, run two.